[1]
{
  "formula": "C3H8NO2",
  "method": "ωB97M-V/def2-TZVPD",
  "species": ["O", "C", "N", "C", "C", "O", "H", "H", "H", "H", "H", "H", "H", "H"],
  "coordinates": [[0.59383, -2.37508, 0.60764], [1.00023, -1.65182, -0.37962], [-0.37371, -0.62267, -1.02623], [-1.02050, 0.44532, -0.26315], [0.06581, 0.99635, 0.51979], [-0.20039, 2.31981, 1.14111], [1.64616, -0.74498, -0.40621], [1.19601, -2.13515, -1.27995], [-1.07430, -1.34461, -1.41000], [-1.89112, -0.00280, 0.38739], [-1.44592, 1.34854, -0.93790], [0.90887, 1.24326, -0.19489], [0.37511, 0.16697, 1.21616], [0.21993, 2.35686, 2.02586]],
  "forces_ev_per_angstrom": [[1.2437, 0.7829, -0.1230], [-2.9129, 1.5050, 1.4281], [-0.7184, -1.5519, -1.8900], [-2.6581, -0.6430, -1.4234], [2.5718, 1.3605, 1.1223], [-0.0252, -0.9535, 0.8366], [0.4316, -0.4087, 1.1445], [0.2537, -1.2175, -2.1674], [1.2111, 1.5946, 1.0897], [1.2945, 1.2090, -0.8106], [0.4608, -1.9102, 1.1571], [-0.7573, -0.6968, 0.7522], [-0.0015, 1.2245, -0.1533], [-0.3938, -0.2949, -0.9629]],
  "mulliken_charge": [-0.80, -0.44, -0.64, 0.03, -0.52, -0.55, 0.23, 0.42, 0.20, 0.19, 0.16, 0.10, 0.33, 0.30],
  "homo_energy_ev": -2.679,
  "relative_energy_kcal_mol": 97.2,
  "charge": -1,
  "smiles": "[O-]CNCCO",
  "largest_force_ev_per_a": 3.6,
  "lumo_energy_ha": 0.139,
  "energy_ev": -8823.5763
}

=====

[2]
{
  "formula": "C3H8NO2",
  "method": "ωB97M-V/def2-TZVPD",
  "species": ["O", "C", "O", "H", "H", "C", "C", "N", "H", "H", "H", "H", "H", "H"],
  "coordinates": [[-1.97505, 0.52419, 0.38753], [-1.51300, 0.42908, 1.49692], [-0.25644, 0.05688, 1.72756], [-2.08050, 0.67753, 2.40439], [0.04426, 0.38578, 2.59466], [0.73237, -0.60723, -0.55070], [1.74332, 0.23961, -0.35332], [-0.32146, -0.34760, -1.57985], [0.68576, -1.60682, -0.14467], [2.29601, 0.18460, 0.58793], [2.18417, 0.81947, -1.17028], [0.03739, -0.64672, -2.49524], [-1.17147, -0.77519, -1.23980], [-0.40537, 0.66642, -1.66514]],
  "forces_ev_per_angstrom": [[0.3962, -0.5869, 0.3693], [-0.7128, 0.7722, 0.0179], [0.2436, 0.2975, 0.6609], [-0.0810, 0.0057, -0.0831], [-0.2786, -0.4245, -0.0988], [1.1443, 0.3088, -0.4104], [0.0641, -0.9615, -0.5227], [2.5071, 0.3294, -0.6506], [-0.6910, 0.3672, 0.7870], [0.2250, -0.4542, -0.6392], [-0.8043, 0.8408, 0.5654], [-0.7282, -0.5386, 0.0426], [-0.6513, 0.1130, -0.3440], [-0.6330, -0.0689, 0.3057]],
  "mulliken_charge": [-0.49, 0.17, -0.38, 0.38, 0.36, -0.17, -0.64, -0.27, 0.41, 0.26, 0.27, 0.35, 0.38, 0.38],
  "homo_energy_ev": -14.418,
  "relative_energy_kcal_mol": 54.6,
  "charge": 1,
  "largest_force_ev_per_a": 2.6,
  "lumo_energy_ha": -0.133,
  "energy_ev": -8817.5827
}

=====

[3]
{
  "formula": "C3H8NO2",
  "method": "ωB97M-V/def2-TZVPD",
  "species": ["O", "C", "C", "N", "C", "O", "H", "H", "H", "H", "H", "H", "H", "H"],
  "coordinates": [[1.52038, -1.52827, 0.22301], [0.61619, -0.61185, -0.37124], [0.84753, 0.95222, -0.14888], [-0.62411, 1.16729, 0.34942], [-0.76952, -0.57810, 0.36114], [-1.96311, -1.00289, -0.06238], [2.32923, -1.74459, -0.21747], [0.48865, -0.88406, -1.48411], [1.48515, 1.05753, 0.73211], [1.29093, 1.65103, -0.88923], [-0.89918, 1.49593, 1.28683], [-1.27481, 1.71215, -0.19187], [-0.74970, -0.84301, 1.40806], [-2.29762, -0.84338, -0.99541]],
  "forces_ev_per_angstrom": [[-2.1560, 1.1560, 1.2235], [0.4139, -0.1882, -2.1891], [-0.2266, -0.6709, 1.5946], [0.3241, -1.4957, 0.4514], [-0.1626, 1.4522, -0.7073], [-0.5631, 0.0038, -1.3143], [0.5057, 0.1911, -1.0274], [-0.0252, 0.5930, 1.5306], [-0.1207, -0.0467, 0.0278], [-1.0729, -0.6193, 0.0515], [1.3389, -0.0667, -0.0366], [-0.0735, -0.1746, -1.2258], [0.5428, 0.0709, 0.3069], [1.2751, -0.2049, 1.3142]],
  "mulliken_charge": [-0.52, 0.32, -0.60, -0.30, -0.15, -0.46, 0.34, 0.29, 0.30, 0.33, 0.34, 0.32, 0.41, 0.38],
  "homo_energy_ev": -15.338,
  "relative_energy_kcal_mol": 64.1,
  "charge": 1,
  "smiles": "O[C@@H]1C[NH2+][C@H]1O",
  "largest_force_ev_per_a": 2.7,
  "lumo_energy_ha": -0.128,
  "energy_ev": -8817.1748
}

=====

[4]
{
  "formula": "C3H8NO3",
  "method": "ωB97M-V/def2-TZVPD",
  "species": ["C", "N", "C", "O", "O", "C", "H", "H", "H", "H", "H", "H", "H", "H", "O"],
  "coordinates": [[-0.36273, 1.11971, -1.14102], [0.47630, 1.00221, 0.03179], [0.02391, 0.54405, 1.29276], [-1.12452, 0.02027, 1.22596], [0.81836, 0.61503, 2.24487], [-0.79669, -0.10346, -1.92260], [-1.31288, 1.57754, -0.75245], [0.03943, 1.86193, -1.85960], [1.39293, 1.37310, -0.14865], [-1.83483, 0.04294, -2.28283], [-1.02321, -0.92378, -1.19678], [-0.20596, -0.38992, -2.79076], [0.78153, -2.76464, 0.01051], [0.37864, -1.81484, -0.93843], [0.91380, -2.62157, -0.95029]],
  "forces_ev_per_angstrom": [[-1.6195, 1.4105, 0.7158], [0.8162, 0.2866, -1.9614], [-0.3668, -1.0393, -0.3491], [0.0844, 0.2919, 0.2887], [0.0828, 0.2963, 0.0940], [-1.5921, -0.9648, 0.6850], [0.5778, -0.3116, -0.4836], [0.1926, -0.2331, 0.4963], [0.1640, -0.1612, 0.9175], [0.4786, 0.3147, -0.2079], [0.5707, 0.4342, -0.5885], [0.3565, -0.2141, 0.2746], [0.6001, -0.5614, -0.5038], [0.2263, 0.2867, -0.8597], [-0.5717, 0.1647, 1.4820]],
  "mulliken_charge": [-0.18, -0.19, 0.53, -0.74, -0.78, -1.28, 0.24, 0.36, 0.19, 0.30, 0.40, 0.30, 0.35, 0.23, -0.72],
  "homo_energy_ev": -4.138,
  "relative_energy_kcal_mol": 20.6,
  "charge": -1,
  "largest_force_ev_per_a": 2.3,
  "lumo_energy_ha": 0.146,
  "energy_ev": -10874.8941
}

=====

[5]
{
  "formula": "C3H8NO3S",
  "method": "ωB97M-V/def2-TZVPD",
  "species": ["C", "C", "S", "N", "C", "O", "O", "H", "H", "H", "H", "H", "H", "H", "H", "O"],
  "coordinates": [[0.58273, 1.41375, 0.23399], [1.48562, 1.15210, -1.00041], [2.00917, 2.72697, -1.72902], [-0.26546, 0.41486, 0.78217], [-0.78988, -0.76211, 0.10041], [-0.72378, -0.73757, -1.14495], [-1.11505, -1.65819, 0.88133], [1.22156, 2.00510, 1.05043], [-0.02109, 2.31769, 0.03030], [2.40953, 0.58865, -0.97299], [0.74814, 0.60574, -1.72455], [1.05881, 3.18103, -2.46522], [-0.25064, 0.32556, 1.78947], [-1.64448, -4.21995, 1.88198], [-2.26277, -3.23755, 0.87890], [-2.44240, -4.11609, 1.40816]],
  "forces_ev_per_angstrom": [[1.3342, 2.9340, 1.4313], [-3.1827, -0.4924, -1.7833], [2.2428, -0.0183, 0.9982], [0.0070, -0.8980, 0.4875], [1.8186, 1.3095, -0.4070], [-0.5100, -0.0323, -0.0075], [-1.0510, -1.0640, 0.5949], [-0.7819, -1.9067, -1.0095], [-0.0502, -0.2908, -1.0186], [-0.0378, -0.2601, 0.6864], [1.5928, 0.7685, 1.1108], [-1.6370, 0.0167, -0.7536], [0.1033, -0.2115, -0.3739], [1.3628, -0.0288, 0.7460], [-0.0559, -1.8541, 1.4480], [-1.1549, 2.0282, -2.1497]],
  "mulliken_charge": [-0.64, -0.37, -0.30, -0.20, 0.54, -0.74, -0.79, 0.27, 0.28, 0.33, 0.24, 0.09, 0.23, 0.26, 0.46, -0.68],
  "homo_energy_ev": -4.776,
  "relative_energy_kcal_mol": 26.3,
  "charge": -1,
  "largest_force_ev_per_a": 3.7,
  "lumo_energy_ha": 0.111,
  "energy_ev": -21710.0663
}

=====

[6]
{
  "formula": "C3H8NOS",
  "method": "ωB97M-V/def2-TZVPD",
  "species": ["O", "C", "N", "C", "C", "S", "H", "H", "H", "H", "H", "H", "H", "H"],
  "coordinates": [[-1.37932, 0.57685, 1.95582], [-0.14947, 0.24479, 2.27079], [0.79763, -0.30224, 1.00441], [0.01821, -1.18246, 0.11370], [-0.05337, -0.90605, -1.41542], [0.31300, 0.79755, -1.92725], [0.17402, -0.55275, 2.98759], [0.42811, 1.15352, 2.70756], [0.88713, 0.73942, 0.68819], [-1.05165, -0.94804, 0.36658], [0.26715, -2.31764, 0.28300], [-1.08724, -1.22476, -1.75286], [0.61906, -1.60536, -1.85306], [1.31432, 0.55813, -1.08278]],
  "forces_ev_per_angstrom": [[0.8273, -1.0580, 0.3228], [0.4800, 0.6918, 0.1608], [0.2679, 2.6855, -0.0126], [-1.6757, 0.7377, 0.9048], [-1.4270, -1.1386, 0.1140], [0.0240, -0.8063, 0.1572], [-1.1750, -0.2980, 0.1624], [0.0845, -0.7578, -0.9021], [-0.2753, -2.8457, -0.3845], [0.6055, -0.7522, 0.5622], [-0.3509, 2.1186, -0.2488], [1.1067, 0.5639, 0.2395], [0.7641, -0.1876, -1.0088], [0.7438, 1.0466, -0.0669]],
  "mulliken_charge": [-0.81, -0.40, -0.72, -0.15, -0.63, -0.26, 0.24, 0.27, 0.29, 0.24, 0.19, 0.35, 0.28, 0.11],
  "homo_energy_ev": -2.847,
  "relative_energy_kcal_mol": 76.7,
  "charge": -1,
  "smiles": "[O-]CNCCS",
  "largest_force_ev_per_a": 2.9,
  "lumo_energy_ha": 0.126,
  "energy_ev": -17611.6795
}